Computed, not measured: a structure of composition C44H30CsN9O3S2, with ωB97M-V/def2-TZVPD.

Last column: Mulliken charge in e.
CARTESIAN COORDINATES (ANGSTROEM)
Cs -0.0256 -0.0007 -0.0037  2.005
C 5.8010 -1.1249 -3.1674  -0.577
C 5.8584 0.2741 -3.0857  -0.564
C 5.0953 0.9654 -2.1567  -0.155
C 4.2671 0.2299 -1.3197  0.276
C 3.3484 0.6032 -0.2325  -0.319
N 2.7558 -0.4940 0.2612  -0.410
C 3.2439 -1.5850 -0.3781  -0.129
N 3.0179 -2.8616 -0.1007  -0.587
C 2.1201 -3.2579 0.8043  -0.543
C 2.1204 -4.6144 1.3612  0.095
C 2.8832 -5.7485 1.1076  -0.147
C 2.6139 -6.8907 1.8446  -0.538
C 1.6131 -6.8961 2.8285  -0.536
C 0.8650 -5.7600 3.0912  -0.135
C 1.1248 -4.6196 2.3400  0.034
C 0.5555 -3.2672 2.3355  -0.350
N -0.3782 -2.8912 3.2183  -0.562
C -0.6871 -1.6267 3.4469  -0.169
N -0.1024 -0.5146 2.9418  -0.201
C -0.5839 0.5610 3.5785  -0.186
N -0.1539 1.8272 3.5084  -0.545
C 0.8295 2.2093 2.7028  -0.495
N 1.3901 1.5145 1.6962  -0.267
C 2.4130 2.2271 1.1758  -0.449
N 3.2480 1.8665 0.2127  -0.561
C 2.4970 3.5329 1.8588  0.204
C 3.3312 4.6277 1.7010  -0.029
C 3.1291 5.7195 2.5332  -0.586
C 2.1223 5.7078 3.5057  -0.576
C 1.2968 4.6036 3.6659  -0.006
C 1.4966 3.5212 2.8248  0.163
C -1.6374 0.1524 4.5270  0.075
C -2.4629 0.8579 5.3899  -0.119
C -3.3586 0.1367 6.1661  -0.562
C -3.4147 -1.2615 6.0892  -0.566
C -2.5806 -1.9643 5.2313  -0.051
C -1.6977 -1.2365 4.4467  0.020
N 1.1325 -2.5348 1.3696  0.152
C 4.2058 -1.1604 -1.4052  0.040
C 4.9763 -1.8572 -2.3268  -0.058
H 6.4122 -1.6385 -3.9007  0.361
H 6.5070 0.8211 -3.7599  0.371
H 5.1322 2.0442 -2.0753  0.522
H 3.6578 -5.7251 0.3524  0.507
H 3.1846 -7.7944 1.6612  0.360
H 1.4260 -7.8041 3.3911  0.359
H 0.0962 -5.7452 3.8528  0.513
H 4.1030 4.6257 0.9431  0.509
H 3.7531 6.5990 2.4269  0.357
H 1.9834 6.5779 4.1366  0.368
H 0.5126 4.5829 4.4108  0.505
H -2.4014 1.9372 5.4413  0.529
H -4.0265 0.6605 6.8399  0.374
H -4.1216 -1.7995 6.7102  0.362
H -2.6072 -3.0437 5.1641  0.523
H 4.9261 -2.9370 -2.3751  0.519
C -1.3346 -0.6799 -7.2234  -0.783
O -2.5885 -1.0566 -6.7019  -0.457
C -2.8151 -0.7748 -5.3759  1.353
C -4.0700 -1.2066 -4.8925  -1.125
C -4.3628 -0.9603 -3.5756  -0.700
C -3.4954 -0.2896 -2.6945  0.443
C -3.9254 -0.0401 -1.3175  1.123
C -5.1612 -0.7655 -0.7980  -1.670
O -3.3616 0.7280 -0.5444  -0.638
C -2.1958 0.1273 -3.1767  -0.488
O -1.3374 0.6922 -2.4576  -0.719
C -1.9120 -0.1382 -4.5709  -0.460
H -1.3308 -0.9984 -8.2639  0.227
H -0.5174 -1.1679 -6.6840  0.321
H -1.1912 0.4034 -7.1646  0.305
H -4.7573 -1.7116 -5.5546  0.392
H -5.3241 -1.2959 -3.2055  0.283
H -6.0602 -0.4353 -1.3216  0.358
H -5.2526 -0.5296 0.2597  0.372
H -5.0858 -1.8455 -0.9278  0.386
H -0.9353 0.1778 -4.9081  0.402
S -0.3517 4.9987 -0.0567  -0.276
C -1.3235 4.5044 -1.3037  0.178
N -2.1814 3.4881 -1.3089  0.054
C -2.9920 3.2870 -2.4900  -0.133
C -2.1517 3.8183 -3.6408  -0.470
S -1.2716 5.2320 -2.9138  -0.209
H -2.1616 2.8203 -0.5544  0.192
H -3.9258 3.8551 -2.3971  0.298
H -3.2219 2.2303 -2.5953  -0.297
H -2.7698 4.1414 -4.4768  0.413
H -1.4413 3.0602 -3.9707  0.201

Properties
E (a.u.): -3229.94627
Energy above the lowest of the compared OMol25 structures with the same formula, charge and spin (kcal/mol): 3.3
HOMO-LUMO gap (eV): 4.8
HOMO level (eV): -1.02
Charge: -2
LUMO energy (eV): 3.75